91
Properties=species:S:1:pos:R:3:mulliken_charge:R:1 method="wB97M-V/def2-TZVPD" e_above_lowest_kj_mol=283.0 s2=0.7801 e_lumo_ha="0.134 / 0.134" energy_ev=-179473.4531 multiplicity=2 homo_energy_ev="1.39 / 1.47" total_charge=-2 gap_ev="2.3 / 2.2"
V 0.85573 -0.23560 1.10307 0.52
O -3.10097 3.21860 3.89427 -0.63
C -2.17377 2.39470 3.29497 0.58
C -2.50797 1.10240 2.89257 -1.01
C -1.56247 0.33330 2.24377 -0.38
N -0.30807 0.78390 2.04557 1.54
C 0.02153 2.03360 2.42337 -0.38
C -0.88517 2.87100 3.03217 -0.86
C 1.40773 2.37900 1.92637 0.56
O 1.92713 3.46110 2.19027 -0.88
O 1.91043 1.44920 1.21747 -0.54
C -1.83047 -0.93400 1.48067 0.91
O -2.92287 -1.49270 1.54337 -0.91
O -0.83857 -1.28740 0.74647 -0.62
H -3.97487 2.88280 3.66617 0.38
H -3.50217 0.69780 3.01947 0.41
H -0.61047 3.88560 3.26497 0.52
F 1.11283 4.85300 -5.47373 -0.32
C 0.62103 4.11120 -4.43853 0.39
C -0.72577 4.23450 -4.04543 0.28
F -1.51257 5.14970 -4.67453 -0.33
C -1.23077 3.47380 -3.02483 -0.13
F -2.52457 3.69860 -2.69673 -0.39
C -0.44497 2.55340 -2.27803 0.12
P -1.10927 1.28500 -1.13543 0.47
C -2.25757 2.41550 -0.23453 0.22
C -1.84637 3.70930 0.08067 -0.51
C -2.70697 4.59340 0.70137 -0.92
C -3.99307 4.19730 1.02877 -0.65
C -4.37997 2.88780 0.79987 -1.06
C -3.51267 1.99600 0.19487 -0.48
C -2.23317 0.46810 -2.31633 0.32
C -3.42087 0.98330 -2.73793 -0.02
C -4.09427 0.45140 -3.88023 -0.85
C -3.72087 -0.71350 -4.43343 -0.85
C -2.68697 -1.55820 -3.74633 0.55
C -1.63107 -0.65650 -3.11353 -0.95
C 0.91353 2.46130 -2.70573 0.11
Br 2.10993 1.32940 -1.77093 -0.04
C 1.42733 3.21830 -3.72883 0.23
F 2.73463 3.11880 -4.06793 -0.35
H -0.84567 4.03320 -0.18533 0.46
H -2.37827 5.60010 0.92357 0.42
H -4.68287 4.90750 1.46967 0.37
H -5.37457 2.56220 1.07937 0.42
H -3.81457 0.96880 0.04567 0.63
H -3.88147 1.81520 -2.23083 0.43
H -4.91247 1.02330 -4.30363 0.40
H -4.22367 -1.12400 -5.29923 0.41
H -2.19037 -2.20630 -4.48193 0.32
H -1.04137 -0.21290 -3.93023 0.48
C 4.55733 -2.59730 -0.36203 -0.82
C 3.72703 -3.55110 0.50237 0.32
C 2.30523 -3.24400 0.03937 -0.55
O 2.29113 -1.85580 -0.20953 0.95
C 3.55793 -1.49130 -0.74073 -0.57
H 4.91823 -3.10220 -1.25903 0.20
H 5.41533 -2.20010 0.17787 0.38
H 3.82933 -3.29070 1.55397 -0.58
H 4.00123 -4.59480 0.35517 0.56
H 1.54413 -3.44570 0.78977 -0.11
H 2.06243 -3.79100 -0.88713 0.37
H 3.80713 -0.52270 -0.30553 0.14
H 3.47463 -1.37760 -1.83043 0.18
C -3.40177 -2.43580 -2.71173 -1.27
Te -0.16967 -1.72640 -1.89863 0.42
C 0.77943 -2.64660 -3.68713 -1.51
H -2.74467 -3.22740 -2.34883 0.28
H -4.29287 -2.88520 -3.14953 0.50
H -3.70087 -1.81900 -1.86633 0.17
H 0.21293 -2.41810 -4.58223 0.45
H 0.82683 -3.72720 -3.58153 0.41
H 1.78903 -2.27140 -3.81903 0.38
C 0.46323 -3.37730 3.49187 -1.48
C 1.91793 -3.04000 3.63117 1.36
C 2.79373 -3.87480 4.29057 -0.76
C 4.12913 -3.53630 4.47167 -0.91
C 4.56533 -2.28810 4.03917 -0.76
C 3.72843 -1.41910 3.37647 1.33
C 4.18773 -0.05490 2.96677 -1.24
C 2.38143 -1.80530 3.06997 -0.53
N 1.61563 -1.05770 2.31567 -0.16
H 0.14423 -4.06860 4.27267 0.50
H 0.25523 -3.82860 2.52087 0.20
H -0.12987 -2.46300 3.54097 0.07
H 2.43073 -4.81540 4.69137 0.38
H 4.81073 -4.21770 4.96377 0.32
H 5.58833 -1.98970 4.23967 0.36
H 5.07383 0.24260 3.52687 0.51
H 3.38893 0.66710 3.13487 0.06
H 4.41863 -0.02320 1.90157 0.05


94
Properties=species:S:1:pos:R:3:mulliken_charge:R:1 method="wB97M-V/def2-TZVPD" e_above_lowest_kj_mol=274.5 e_lumo_ha=0.130 energy_ev=-174204.7441 multiplicity=1 homo_energy_ev=-0.37 total_charge=-2 gap_ev=3.9
K -0.94665 0.33820 -0.18555 0.95
O 2.55468 -2.99961 0.43588 -0.93
C 2.46028 -3.13594 1.70673 0.68
C 3.25879 -4.06840 2.43165 -0.88
C 3.14000 -4.23182 3.79547 -0.27
C 2.21204 -3.50103 4.53708 -0.91
C 1.40922 -2.59424 3.85464 -0.06
C 1.52252 -2.38942 2.48964 -0.34
C 0.66614 -1.32814 1.83703 -0.14
O 0.56084 -1.44359 0.45982 0.14
N 1.31584 -0.03289 2.21054 0.13
N 1.06197 1.08581 1.56076 0.02
C 1.80052 2.10780 1.79454 -0.91
C 1.61455 3.39279 1.13124 0.38
Br 0.49003 3.41979 -0.38492 -0.02
C 2.22719 4.53291 1.48919 -0.98
C 3.04363 4.74677 2.69679 0.54
C 2.75693 4.14157 3.92291 -0.45
C 3.54189 4.38874 5.03893 -0.52
C 4.62037 5.25920 4.96275 -0.41
C 4.89905 5.89160 3.75859 -0.44
C 4.11709 5.63923 2.64325 -0.50
H 1.34074 -2.02454 0.18213 0.17
H 3.96775 -4.65546 1.85881 0.39
H 3.77517 -4.95604 4.29876 0.33
H 2.10278 -3.64534 5.60436 0.36
H 0.65974 -2.02539 4.39972 0.41
H -0.34408 -1.33090 2.26425 -0.03
H 2.14773 -0.09573 2.78891 0.46
H 2.63750 2.03396 2.49349 0.50
H 2.12207 5.39186 0.83737 0.36
H 1.89599 3.49191 4.00843 0.59
H 3.29746 3.90144 5.97456 0.37
H 5.23227 5.44792 5.83624 0.36
H 5.73114 6.58131 3.68545 0.35
H 4.34293 6.13303 1.70542 0.38
N -8.45371 -4.00707 -2.25655 -0.66
C -7.26224 -3.56957 -1.63322 1.18
C -7.03536 -2.21206 -1.42415 -0.80
C -5.88245 -1.78644 -0.78663 -0.32
C -4.94660 -2.71327 -0.34767 -0.69
C -5.16232 -4.06332 -0.55822 -0.24
C -6.32037 -4.49217 -1.18953 -0.75
S -3.45884 -2.12864 0.42785 1.49
O -2.82033 -3.28508 1.01451 -0.76
O -3.89652 -1.09396 1.34724 -0.82
N -2.61405 -1.39432 -0.69304 0.24
C -2.00250 -2.11640 -1.66319 -0.17
N -2.33141 -3.41127 -1.87656 -0.40
C -1.64985 -4.05624 -2.80330 -0.30
C -0.64460 -3.47390 -3.55938 -0.99
C -0.43196 -2.12529 -3.31014 0.12
N -1.09601 -1.43300 -2.40933 0.06
H -8.82888 -3.31517 -2.88919 0.23
H -8.32851 -4.87939 -2.74932 0.23
H -7.75721 -1.48266 -1.77515 0.28
H -5.68702 -0.73015 -0.64988 0.17
H -4.40613 -4.76318 -0.23146 0.48
H -6.48919 -5.55174 -1.35114 0.25
H -1.92075 -5.09962 -2.95723 0.36
H -0.07582 -4.02243 -4.29559 0.37
H 0.31055 -1.56755 -3.87899 0.31
N 3.45948 1.31543 -3.55574 0.05
C 4.36927 0.78047 -2.66351 0.33
C 5.74750 0.60043 -2.71247 -1.37
C 6.33125 0.00647 -1.60780 -0.28
C 5.57000 -0.40119 -0.50158 -0.87
C 4.20151 -0.21915 -0.46360 0.16
C 3.60054 0.39003 -1.56124 0.11
N 2.26099 0.68370 -1.77501 0.39
C 2.22339 1.22993 -2.95138 0.27
C 1.01038 1.73486 -3.60336 -0.41
C 0.93602 2.38617 -4.80093 -0.49
S -0.69141 2.77569 -5.13635 -0.28
C -1.16539 2.04135 -3.65332 -0.14
N -0.18411 1.55209 -2.95870 0.53
H 3.64893 1.66372 -4.47597 0.19
H 6.33615 0.90319 -3.56968 0.37
H 7.40160 -0.16056 -1.60235 0.35
H 6.06198 -0.89275 0.32755 0.43
H 3.59807 -0.57403 0.35762 0.18
H 1.73341 2.65398 -5.47379 0.36
H -2.20421 2.03379 -3.32914 0.26
N -4.32337 1.84183 1.58378 -0.52
C -3.35432 2.38118 0.76203 0.41
O -2.16543 2.22328 1.02947 -0.58
C -3.83131 3.08975 -0.48084 -0.90
C -3.94729 2.12874 -1.68340 0.38
H -4.01908 0.97657 2.01525 0.31
H -5.20422 1.71690 1.10522 0.29
H -3.10680 3.88165 -0.69232 0.27
H -4.79597 3.57227 -0.27477 0.39
H -2.94974 1.70915 -1.86825 -0.56
H -4.59185 1.28158 -1.41104 -0.56


| no. | strongest force on any atom (Eh/bohr) |
| --- | --- |
| 1 | 0.0493 |
| 2 | 0.0276 |